[1]
A cluster of 3 separate species, C8H18BNO7S in total at a distorted geometry, computed with the ωB97M-V functional and the def2-TZVPD basis.

Computed properties:
* Kohn-Sham gap: 9.5 eV
* spin multiplicity: 1
* highest occupied orbital energy: -9.5556 eV
* largest force on an atom: 6.6 eV Å⁻¹
* total charge: 0

```
36
Properties=species:S:1:pos:R:3:forces:R:3
N -1.4823 -0.0725 2.8023 2.08 1.34 -1.14
B -0.6877 1.0857 2.1517 -2.24 1.34 0.38
O -1.3375 2.4217 1.9085 2.15 -3.50 -1.95
C 0.8729 0.7620 1.7484 0.42 0.02 2.62
C 1.9768 1.9705 1.6602 0.44 1.30 -0.08
O 2.7901 1.7141 0.4508 -2.18 -2.20 -1.25
S 2.1480 0.3840 -0.4136 0.59 -3.84 -1.94
O 3.1454 -0.7932 -0.1999 -3.67 4.86 -1.05
O 1.5612 0.6432 -1.8219 3.23 -0.58 5.69
O 0.7512 -0.0086 0.5013 3.07 2.48 -0.32
H -0.7846 -0.5362 3.4326 -0.94 0.06 -0.88
H -1.6142 -0.7551 2.0120 -0.03 0.65 1.10
H -1.0840 2.6358 0.9419 -0.41 0.07 2.18
H 1.2173 0.0412 2.6038 -0.24 1.06 -1.78
H 1.5635 3.0745 1.5340 0.37 -2.51 0.19
H 2.8099 2.0607 2.5031 -2.19 -0.76 -1.45
C -2.4220 3.1058 -4.3300 -0.18 0.51 0.24
C -1.3482 2.7591 -3.3336 0.33 0.71 1.10
C -0.5580 1.5009 -3.5748 0.20 0.22 0.45
O -1.1252 3.4765 -2.3596 -0.31 -0.83 -1.05
H -2.9093 4.0391 -4.0284 0.11 -0.20 -0.06
H -1.9793 3.2463 -5.3193 -0.11 -0.21 0.00
H -3.1729 2.3123 -4.3581 0.13 -0.02 -0.19
H -0.0322 1.5698 -4.5305 -0.18 -0.15 -0.06
H -1.2258 0.6359 -3.5692 0.02 0.02 -0.24
H 0.1814 1.3780 -2.7762 -0.56 0.18 -0.52
C -0.7586 -4.4085 2.2034 -0.23 0.28 0.45
C 0.3197 -3.3774 2.0029 0.22 1.00 0.69
C 1.2827 -3.5926 0.8662 0.28 0.50 0.20
O 0.4104 -2.3968 2.7398 -0.08 -1.12 -0.75
H -1.3790 -4.1231 3.0595 0.14 -0.06 -0.18
H -1.3921 -4.4611 1.3144 0.14 -0.19 -0.01
H -0.3076 -5.3828 2.4075 -0.08 0.00 -0.22
H 0.7401 -3.6087 -0.0824 0.06 -0.21 0.04
H 1.8246 -4.5304 1.0108 -0.17 -0.06 -0.16
H 2.0056 -2.7701 0.8424 -0.18 -0.18 -0.03
```
Forces are in eV/Å.


[2]
A cluster of 2 separate species, C8H18BrP in total at a distorted geometry, computed with the ωB97M-V functional and the def2-TZVPD basis.

Computed properties:
* Kohn-Sham gap: 9.4 eV
* spin multiplicity: 1
* highest occupied orbital energy: -8.8781 eV
* ΔE to the lowest compared entry with this formula, charge and spin: 0.838 eV
* largest force on an atom: 3.9 eV Å⁻¹
* total charge: 0

```
28
Properties=species:S:1:pos:R:3:forces:R:3
H -2.7886 -0.0383 -2.4138 0.59 -0.03 -0.01
P -2.0358 -0.8465 -1.4868 -1.68 -0.87 0.02
C -0.7103 0.0362 -1.1063 1.27 0.33 -0.94
C -0.1985 1.2440 -1.8984 1.13 -0.78 -0.60
C -0.8466 1.6813 -3.2495 -0.99 0.75 1.66
C 0.0784 -0.6342 0.0497 0.85 1.14 0.11
C 0.1051 0.2711 1.3427 -2.56 0.55 -0.59
C -0.9527 -0.1629 2.4058 1.28 -2.64 0.34
C 1.5423 -1.0187 -0.1456 0.17 -0.72 2.33
C 1.7956 -2.2344 0.8416 -1.70 3.25 1.23
H 0.8662 1.0441 -2.1996 -0.64 -0.09 0.61
H -0.1170 2.0376 -1.1897 -0.05 1.03 0.36
H -0.4155 2.6473 -3.5829 -0.34 -0.46 0.36
H -0.6234 0.9709 -4.0014 0.16 -0.88 -0.77
H -1.9631 1.7542 -3.1733 1.01 0.20 -0.12
H -0.4615 -1.5738 0.1948 -0.02 0.15 0.41
H 1.1038 0.3825 1.8253 -0.81 0.06 -0.77
H -0.3293 1.1977 0.8959 1.13 0.11 0.89
H -1.3903 -1.1736 2.0158 0.99 1.30 1.29
H -0.3613 -0.2633 3.4124 -1.74 -0.06 -1.62
H -1.8678 0.3999 2.4803 0.30 0.82 0.29
H 2.2451 -0.2175 0.1669 -0.48 -0.28 -0.58
H 1.7514 -1.3266 -1.1097 0.49 -0.56 -2.16
H 2.6399 -2.7770 0.6230 1.76 -1.49 -0.62
H 0.8893 -2.7920 0.9941 -0.18 -0.83 -0.57
H 1.9168 -1.8147 1.8654 0.30 -0.11 -0.50
Br -4.0770 0.8553 1.1011 -0.31 0.14 -0.32
H -4.4410 1.0192 -0.2716 0.07 -0.03 0.27
```
Forces are in eV/Å.


[3]
A structure of composition C8H18Cl2EuN2O3P at a distorted geometry, computed with the ωB97M-V functional and the def2-TZVPD basis.

Computed properties:
* Kohn-Sham gap (spin up / spin down): 5.7 / 8.7 eV
* spin multiplicity: 7
* highest occupied orbital energy (spin up / spin down): -16.0350 / -16.1730 eV
* ΔE to the lowest compared entry with this formula, charge and spin: 0.000 eV
* largest force on an atom: 5.0 eV Å⁻¹
* total charge: +2

```
35
Properties=species:S:1:pos:R:3:forces:R:3
C 0.6202 -3.4631 -1.4216 -0.06 -0.01 -0.34
C 0.2099 -2.2455 -0.6784 -3.07 0.35 -0.21
H -0.2298 -3.8322 -1.9963 0.08 -0.09 0.17
H 0.9708 -4.2090 -0.7034 -0.05 -0.03 -0.07
H 1.4564 -3.2314 -2.0923 -0.15 -0.06 0.18
O -0.9096 -1.7971 -0.5083 2.49 -0.69 -0.20
Cl 1.6052 -1.4154 -0.0099 0.80 0.91 0.69
Eu 0.6588 1.8654 0.9471 -0.72 -0.48 0.06
P -0.0325 1.1501 -2.1488 0.54 0.61 -1.23
C -1.4497 1.8112 -3.0913 -0.48 -0.05 0.48
C 1.1943 2.4789 -2.4354 0.13 0.00 0.42
H 1.5907 -0.3708 -3.1414 -0.18 0.02 -0.10
H 0.5703 0.4430 -4.3708 0.03 -0.11 0.35
H -0.0828 -0.9263 -3.4294 0.13 0.17 -0.04
C 0.5723 -0.0479 -3.3859 0.14 -0.64 0.28
H 2.1995 2.0754 -2.2525 -0.08 0.18 -0.13
H 1.1105 2.7861 -3.4850 0.17 0.12 0.26
H -1.1531 1.9546 -4.1402 -0.02 0.00 0.37
H -1.7828 2.7628 -2.6622 -0.02 -0.14 -0.15
H 1.0129 3.3365 -1.7695 0.08 -0.04 -0.39
H -2.2750 1.0896 -3.0500 0.06 0.22 -0.07
C -1.6458 1.3176 0.0671 -4.92 -0.05 0.90
O -2.8009 1.2181 0.0125 4.59 0.20 -0.31
Cl -0.0170 4.2518 0.6513 0.16 -0.96 0.17
C 1.1276 -0.4315 5.1970 0.22 0.17 0.61
N -0.0770 -0.8853 4.5290 -0.15 0.53 -1.13
C -0.5477 -0.3444 3.3973 -0.69 -0.98 0.49
N -1.6798 -0.9007 2.8828 0.93 0.63 0.00
O 0.0169 0.6498 2.8356 0.32 0.51 -1.08
H 1.8503 -0.0284 4.4835 -0.20 -0.16 0.08
H 1.5664 -1.2901 5.7094 0.03 0.19 -0.09
H 0.8927 0.3383 5.9436 0.10 -0.17 -0.20
H -0.5682 -1.6865 4.8940 0.07 0.09 0.13
H -1.9608 -0.6625 1.9429 -0.04 -0.15 0.24
H -2.0131 -1.7611 3.2796 -0.25 -0.06 -0.11
```
Forces are in eV/Å.


[4]
A structure of composition C8H18ClF3MoN3O7S at a distorted geometry, computed with the ωB97M-V functional and the def2-TZVPD basis.

Computed properties:
* Kohn-Sham gap (spin up / spin down): 9.0 / 9.4 eV
* spin multiplicity: 3
* highest occupied orbital energy (spin up / spin down): -13.3189 / -13.9171 eV
* ΔE to the lowest compared entry with this formula, charge and spin: 0.000 eV
* largest force on an atom: 1.3 eV Å⁻¹
* total charge: +1

```
42
Properties=species:S:1:pos:R:3:forces:R:3
Mo -0.4937 0.1558 0.7153 0.41 0.92 0.14
C 1.5210 1.2963 -1.4038 -0.16 0.13 0.12
C 1.4646 -0.1391 -1.8633 -0.04 -0.21 0.01
N 0.7006 -0.9545 -0.8764 0.04 0.16 0.20
C -0.2503 -1.9030 -1.5051 0.12 0.07 0.29
C -1.5149 -1.1587 -1.9155 -0.12 0.16 -0.02
N -1.9475 -0.1408 -0.9072 0.01 -0.01 0.05
C -2.1908 1.2026 -1.5059 -0.06 -0.16 0.08
C -0.8660 1.8394 -1.8884 0.18 0.02 0.03
N 0.1898 1.6553 -0.8362 0.06 -0.22 0.02
H 2.2504 1.4145 -0.6061 0.01 -0.03 -0.01
H 1.7774 1.9660 -2.2264 0.02 0.01 -0.03
H 0.9646 -0.2255 -2.8285 0.02 0.00 -0.02
H 2.4666 -0.5477 -1.9786 0.03 0.03 -0.01
H 1.3512 -1.5244 -0.3239 -0.02 -0.05 -0.04
H 0.2092 -2.3500 -2.3928 0.02 -0.07 -0.03
H -1.2006 -3.4142 -0.6761 0.01 -0.04 0.03
H -1.3431 -0.6473 -2.8626 0.00 -0.04 -0.03
H -2.3223 -1.8711 -2.0829 0.01 -0.04 -0.03
H -2.8035 -0.4680 -0.4615 -0.02 -0.01 -0.03
H -2.8341 1.1184 -2.3837 0.00 0.03 -0.04
H -2.7160 1.7946 -0.7612 -0.02 0.01 0.01
H -0.4862 1.4027 -2.8108 -0.01 0.00 -0.01
H -1.0085 2.9011 -2.0851 -0.02 0.01 -0.02
H 0.3030 2.5321 -0.3429 0.04 0.03 -0.01
O -1.1292 -2.3330 3.1167 -0.02 0.35 -0.34
Cl -1.5153 -1.6192 1.9439 -0.52 -0.89 0.74
O -2.6273 -2.2379 1.2497 0.09 0.19 0.02
O -1.9143 -0.1638 2.2845 0.05 -0.43 -0.35
O -0.4429 -2.8453 -0.4939 -0.11 0.00 -0.12
F 4.2572 -1.0764 3.4065 0.01 -0.02 0.02
C 3.0840 -0.4941 3.5961 -0.08 -0.07 0.25
F 3.2632 0.7710 3.9474 -0.01 0.03 -0.05
F 2.4094 -1.1281 4.5432 0.04 0.02 -0.03
S 2.1535 -0.5815 2.0198 0.07 0.09 -0.06
O 2.9583 0.0989 1.0335 -0.21 -0.05 0.11
O 1.8530 -1.9658 1.7585 -0.03 0.22 -0.06
O 0.8917 0.2044 2.3482 0.26 -0.26 -0.84
C -1.0617 2.1185 1.3998 0.01 -0.01 -0.02
H -1.8610 2.0084 2.1267 0.02 0.04 0.04
H -1.3752 2.8201 0.6271 -0.05 0.03 0.07
H -0.1644 2.4895 1.9018 -0.03 0.06 -0.01
```
Forces are in eV/Å.


[5]
A structure of composition C8H18I2NOP2PtS at a distorted geometry, computed with the ωB97M-V functional and the def2-TZVPD basis.

Computed properties:
* Kohn-Sham gap (spin up / spin down): 7.7 / 4.5 eV
* spin multiplicity: 5
* highest occupied orbital energy (spin up / spin down): -19.4482 / -19.3245 eV
* ΔE to the lowest compared entry with this formula, charge and spin: 1.087 eV
* largest force on an atom: 4.6 eV Å⁻¹
* total charge: +3

```
34
Properties=species:S:1:pos:R:3:forces:R:3
I 3.5682 2.9034 -1.4838 0.19 -0.27 -0.42
I 2.0181 -0.4045 -2.4950 0.83 0.54 -0.52
Pt 0.4528 0.0440 -0.4503 -3.51 -1.76 2.16
P 1.4543 -1.1874 1.2576 2.05 -0.70 1.23
C 3.1855 -0.6814 1.2606 0.08 0.12 0.24
C 0.8500 -0.8092 2.9207 -0.90 0.08 -0.27
H 1.3705 -1.4544 3.6353 0.05 0.01 -0.11
H 2.0795 -3.4370 1.8312 -0.14 0.00 -0.44
H -0.2354 -0.9987 3.0048 0.51 0.05 0.09
H 0.3959 -3.3549 1.1626 0.45 -0.02 0.40
H 3.2617 0.3778 1.5367 -0.03 -0.22 0.19
H 1.0347 0.2370 3.1678 0.06 -0.02 0.02
C 1.4323 -2.9896 1.0605 -0.68 0.14 -0.19
H 3.7403 -1.2979 1.9816 0.03 0.20 -0.24
H 1.6962 -3.2433 0.0301 0.48 -0.13 0.22
H 3.5938 -0.7653 0.2584 0.21 -0.31 -0.05
P -1.4696 0.9537 -1.4326 -1.03 1.40 -1.58
C -0.8811 2.2917 -2.4881 -0.03 0.27 0.16
C -2.4310 -0.1700 -2.4898 0.09 -0.29 0.54
H -2.9764 1.0082 0.4875 0.04 0.43 -0.34
H -3.4812 2.1062 -0.8349 0.15 -0.07 0.00
H -2.1305 2.5647 0.2468 -0.07 -0.02 -0.05
C -2.6200 1.7335 -0.2664 0.17 -0.62 0.54
H -2.9027 -0.9459 -1.8623 -0.23 0.48 -0.26
H -3.1995 0.4228 -3.0180 0.39 -0.41 0.02
H -1.7273 2.6976 -3.0567 0.29 0.03 -0.01
H -0.0926 1.9231 -3.1382 -0.14 -0.04 -0.33
H -1.7470 -0.7275 -3.1365 -0.20 0.35 -0.36
H -0.4318 3.0790 -1.8652 -0.31 -0.08 -0.12
C 0.9336 1.6810 0.3068 1.28 4.00 1.80
O 1.1579 2.6861 0.8470 -0.78 -3.47 -1.88
S -1.2203 -1.9246 -0.2126 0.15 0.73 0.50
C -2.0398 -1.3470 1.1504 -0.04 -0.07 -0.10
N -2.6391 -0.9712 2.0841 0.57 -0.32 -0.83
```
Forces are in eV/Å.


[6]
A structure of composition C8H18LaN2OS5 at a distorted geometry, computed with the ωB97M-V functional and the def2-TZVPD basis.

Computed properties:
* Kohn-Sham gap: 6.5 eV
* spin multiplicity: 1
* highest occupied orbital energy: -10.3008 eV
* ΔE to the lowest compared entry with this formula, charge and spin: 0.265 eV
* largest force on an atom: 1.6 eV Å⁻¹
* total charge: +1

```
35
Properties=species:S:1:pos:R:3:forces:R:3
La 0.6534 -1.1974 -1.9178 0.61 0.62 0.76
S 3.7325 -2.0474 1.7885 -0.43 0.13 -0.35
C 2.7141 -1.8090 0.5219 1.06 -0.09 0.79
S 3.3162 -1.8354 -1.1097 -0.44 -0.11 -0.90
S 1.0325 -1.4690 0.7740 -0.97 0.02 -0.13
C -1.3591 1.2195 1.3912 0.06 0.07 0.46
N -2.0137 0.6868 0.2098 0.09 -0.24 0.18
C -2.1902 1.6706 -0.8403 -0.16 0.28 -0.46
C -2.1589 -0.6199 -0.0325 -0.36 -0.30 -0.49
S -2.2896 -1.1497 -1.6904 0.39 -0.12 -0.11
N -2.2916 -1.5333 0.9291 0.22 0.33 -0.15
C -2.7478 -1.2545 2.2764 -0.08 0.19 0.43
C -2.1779 -2.9483 0.6364 0.22 -0.56 -0.27
H -0.6262 1.9582 1.0642 0.01 -0.04 -0.01
H -0.8284 0.4389 1.9273 -0.01 -0.01 0.03
H -2.0715 1.7165 2.0522 0.05 -0.01 0.02
H -2.4750 2.6129 -0.3739 0.03 -0.01 0.02
H -2.9786 1.3684 -1.5272 0.09 0.06 0.10
H -1.2585 1.8160 -1.4022 -0.18 0.04 0.11
H -3.2062 -0.2736 2.3402 0.01 0.05 -0.03
H -1.9300 -1.3311 2.9946 -0.02 0.03 0.02
H -3.5057 -1.9930 2.5398 0.02 0.02 -0.05
H -1.4147 -3.1285 -0.1292 -0.30 0.00 0.35
H -3.1276 -3.3604 0.2872 0.02 0.05 0.00
H -1.8765 -3.4642 1.5463 0.01 0.05 0.01
C 3.4406 1.5016 -2.7546 -0.43 0.23 0.07
S 2.2453 2.1949 -1.5697 1.58 -0.38 0.27
C 3.1862 1.7813 -0.0641 -0.29 0.17 -0.26
O 1.1037 1.1947 -1.6124 -0.80 -0.97 -0.38
H 4.3947 1.9993 -2.6381 0.18 0.15 0.05
H 3.0589 1.6747 -3.7574 -0.05 0.13 -0.05
H 3.5482 0.4308 -2.5646 0.01 0.13 0.23
H 3.9964 2.4972 0.0330 0.08 0.17 -0.08
H 3.5840 0.7708 -0.1158 -0.09 -0.12 -0.14
H 2.5197 1.8819 0.7875 -0.14 0.03 0.00
```
Forces are in eV/Å.


| no. | total energy (eV) |
| --- | --- |
| 1 | -35919.915 |
| 2 | -87916.645 |
| 3 | -71360.071 |
| 4 | -60744.242 |
| 5 | -60954.367 |
| 6 | -68647.189 |